[1]
C20H31IrN10O2S4 | ωB97M-V with the def2-TZVPD basis set

As for the total charge: +3. Its orbital gap (spin up / spin down) is 7.0815 / 5.6049 eV. Its spin multiplicity is 2. The LUMO energy (spin up / spin down) is -8.9 / -10.4 eV. For the energy relative to the best compared isomer or geometry (same formula, charge and spin), the calculation gives 127.9 kJ/mol. The energy is -86397.2293 eV.

Element x y z (Å)
Ir 0.10 -0.46 0.31
C 0.54 4.25 -3.86
C -0.69 3.39 -3.65
N -1.06 3.29 -2.24
C -0.99 2.21 -1.47
S -0.43 0.69 -2.08
N -1.38 2.32 -0.20
N -1.36 1.13 0.48
C -2.17 1.02 1.49
C -3.17 2.05 1.89
C -2.09 -0.25 2.21
C -2.87 -0.56 3.32
C -2.81 -1.83 3.85
C -1.99 -2.78 3.24
C -1.22 -2.41 2.16
N -1.25 -1.16 1.67
H 0.76 4.33 -4.92
H 1.41 3.80 -3.37
H 0.39 5.25 -3.47
H -0.54 2.38 -4.03
H -1.55 3.80 -4.18
H -1.48 4.10 -1.81
H -3.23 2.84 1.15
H -2.90 2.49 2.85
H -4.15 1.59 2.01
H -3.52 0.19 3.74
H -3.40 -2.09 4.72
H -1.93 -3.79 3.61
H -0.57 -3.11 1.67
N 0.46 2.83 2.01
C 1.05 1.72 2.46
N 1.07 0.53 1.88
C 1.90 -0.36 2.59
C 2.43 0.15 3.72
S 1.95 1.79 3.93
C 2.18 -1.64 1.97
C 3.15 -2.54 2.26
S 3.17 -3.81 1.10
C 1.88 -3.04 0.24
N 1.42 -1.96 0.84
N 1.39 -3.54 -0.89
H -0.18 2.86 1.22
H 0.55 3.68 2.56
H 3.09 -0.33 4.42
H 3.86 -2.51 3.06
H 1.84 -4.33 -1.33
H 0.66 -3.04 -1.38
C -2.35 -2.11 -3.13
S -2.30 -1.83 -1.37
C -2.91 -3.43 -0.84
O -0.78 -1.90 -1.00
H -3.39 -2.21 -3.42
H -1.80 -3.02 -3.38
H -1.92 -1.24 -3.62
H -3.93 -3.53 -1.23
H -2.94 -3.45 0.24
H -2.28 -4.22 -1.24
C 4.17 -0.53 -2.22
N 3.73 0.78 -1.78
C 2.63 0.97 -1.07
N 2.29 2.22 -0.72
O 1.96 -0.04 -0.72
H 5.09 -0.41 -2.78
H 3.42 -1.00 -2.86
H 4.37 -1.17 -1.36
H 4.29 1.58 -2.05
H 2.84 3.02 -1.00
H 1.46 2.39 -0.19

Löwdin atomic charge list, values in e, 2 entries: atom 1 (Ir): 1.415, atom 2 (C): -0.061

=====

[2]
C20H31N3O | ωB97M-V with the def2-TZVPD basis set

As for the total charge: +2. Its orbital gap is 8.6138 eV. The LUMO energy is -6.8 eV. The energy is -27743.8654 eV.

Element x y z (Å)
C 3.56 0.81 -4.60
O 2.34 1.41 -4.11
C 1.50 0.59 -3.45
C 0.08 0.74 -3.85
C -0.73 -0.39 -4.08
C -2.03 -0.20 -4.55
C -2.53 1.08 -4.77
C -1.70 2.19 -4.60
C -0.39 2.03 -4.14
H 4.24 1.64 -4.85
H 4.03 0.15 -3.86
H 3.33 0.23 -5.51
H 1.86 -0.42 -3.19
H -0.28 -1.37 -3.90
H -2.66 -1.08 -4.66
H -3.56 1.20 -5.09
H -2.09 3.19 -4.75
H 0.29 2.89 -4.02
C -4.63 -1.80 5.60
C -3.13 -2.03 5.37
C -2.43 -0.80 4.79
C -0.91 -1.00 4.55
N -0.57 -1.18 3.14
C -0.63 -2.39 2.43
C -0.36 -2.08 1.16
N -0.14 -0.72 1.06
C 0.18 0.05 -0.15
C 1.68 0.17 -0.30
C 2.43 0.86 0.83
C 3.63 1.55 0.18
C 3.27 1.72 -1.30
N 2.09 0.89 -1.50
C -0.28 -0.18 2.28
H -5.06 -2.67 6.11
H -4.81 -0.91 6.22
H -5.15 -1.67 4.64
H -2.65 -2.29 6.33
H -2.99 -2.89 4.70
H -2.93 -0.51 3.85
H -2.54 0.03 5.50
H -0.40 -0.10 4.93
H -0.56 -1.88 5.10
H -0.85 -3.31 2.92
H -0.31 -2.72 0.28
H -0.23 -0.50 -1.00
H -0.28 1.04 -0.08
H 2.09 -0.86 -0.43
H 1.77 1.61 1.31
H 2.73 0.13 1.61
H 3.88 2.52 0.64
H 4.52 0.90 0.26
H 3.05 2.77 -1.55
H 4.08 1.37 -1.96
H 1.33 1.34 -2.09
H -0.18 0.86 2.54

Löwdin atomic charge list, values in e, 2 entries: atom 1 (C): -0.002, atom 2 (O): -0.070

=====

[3]
C20H31N3O3S | ωB97M-V with the def2-TZVPD basis set

Its orbital gap is 9.3132 eV. The LUMO energy is 0.6 eV. For the energy relative to the best compared isomer or geometry (same formula, charge and spin), the calculation gives 160.5 kJ/mol. The energy is -42691.8640 eV.

Element x y z (Å)
C 7.30 -1.59 0.73
C 5.87 -1.04 0.72
C 5.66 -0.02 1.83
C 4.24 0.54 1.75
C 4.00 1.13 0.36
N 4.19 0.10 -0.65
C 3.76 0.55 -1.96
C 2.24 0.52 -2.08
O 1.62 1.23 -2.85
N 1.70 -0.41 -1.25
C 0.37 -0.77 -1.05
C 0.08 -1.68 -0.03
C -1.22 -2.06 0.20
C -2.24 -1.55 -0.58
S -3.94 -2.02 -0.28
O -3.98 -2.87 0.87
O -4.51 -2.50 -1.51
N -4.60 -0.52 0.04
C -4.31 -0.04 1.37
C -4.33 1.48 1.47
C -5.74 2.06 1.39
C -6.25 2.31 -0.04
C -5.88 1.25 -1.07
C -5.88 -0.19 -0.53
C -1.97 -0.65 -1.59
C -0.66 -0.25 -1.83
C 5.56 -0.38 -0.63
H 7.51 -2.06 1.69
H 7.43 -2.33 -0.06
H 8.02 -0.79 0.58
H 5.17 -1.87 0.86
H 5.82 -0.49 2.81
H 6.38 0.79 1.73
H 4.09 1.32 2.50
H 3.52 -0.25 1.93
H 2.98 1.50 0.28
H 4.68 1.98 0.20
H 4.15 -0.12 -2.72
H 4.11 1.57 -2.21
H 2.39 -0.86 -0.65
H 0.89 -2.08 0.57
H -1.47 -2.77 0.98
H -3.31 -0.42 1.62
H -5.02 -0.47 2.10
H -3.70 1.90 0.69
H -3.90 1.75 2.44
H -5.78 3.01 1.93
H -6.42 1.38 1.90
H -5.87 3.27 -0.39
H -7.34 2.40 0.01
H -4.88 1.44 -1.46
H -6.57 1.32 -1.91
H -6.02 -0.89 -1.36
H -6.69 -0.34 0.19
H -2.78 -0.28 -2.19
H -0.44 0.45 -2.62
H 5.68 -1.12 -1.43
H 6.28 0.43 -0.81

Löwdin atomic charge list, values in e, 2 entries: atom 1 (C): -0.071, atom 2 (C): -0.373

=====

- The lowest energy belongs to which entry?
  C20H31IrN10O2S4

=====

- Which of these has the lowest energy?
  C20H31IrN10O2S4

=====

- Number 2 is which compound?
  C20H31N3O

=====

- Look up the energy of the third one.
  -42691.8640 eV